# 1
{
  "formula": "C4H8O2",
  "method": "ωB97M-V with the def2-TZVPD basis set",
  "largest_force_ev_per_a": 1.73,
  "total_charge": 0,
  "homo_lumo_gap_ev": 10.37,
  "elements": ["H", "H", "O", "C", "H", "H", "C", "H", "H", "H", "H", "C", "O", "C"],
  "coordinates": [[2.3990, 0.4116, -0.2960], [-1.4163, 1.1470, 1.4907], [2.6673, -0.4619, 0.0298], [-1.7589, 0.8092, -0.6124], [-2.8116, 0.4860, -0.4905], [0.2425, -2.6936, 0.0107], [1.6979, -1.3629, -0.4338], [-0.2319, 1.9021, 0.4014], [0.8915, -1.6983, 1.4814], [1.6318, -1.3779, -1.5094], [-1.8461, 2.5558, 0.5597], [0.9508, -2.0025, 0.4466], [-1.1327, 0.6384, -1.6207], [-1.2833, 1.6469, 0.5425]]
}

# 2
{
  "formula": "C4H8O2",
  "method": "ωB97M-V with the def2-TZVPD basis set",
  "largest_force_ev_per_a": 0.52,
  "total_charge": 0,
  "homo_lumo_gap_ev": 10.81,
  "elements": ["H", "H", "C", "H", "H", "C", "C", "C", "H", "O", "H", "O", "H", "H"],
  "coordinates": [[0.7189, -0.1813, 2.0618], [-1.4808, 0.0144, 0.4230], [-0.3114, 1.5719, -0.5220], [-1.1839, 2.1623, -0.8150], [1.7574, -1.5371, 1.5220], [0.5082, -0.7340, -0.0192], [0.7787, -1.0678, 1.4234], [-0.7241, 0.1058, -0.3665], [0.0063, -1.7651, 1.7693], [-1.2905, -0.3859, -1.5559], [0.4436, 1.6545, -1.3112], [1.2151, -1.1219, -0.9289], [-0.5398, -0.7074, -2.0822], [0.1022, 1.9917, 0.4015]]
}

# 3
{
  "formula": "C4H8O2",
  "method": "ωB97M-V with the def2-TZVPD basis set",
  "largest_force_ev_per_a": 0.54,
  "total_charge": 0,
  "homo_lumo_gap_ev": 9.83,
  "elements": ["O", "C", "H", "H", "H", "C", "H", "C", "C", "H", "H", "O", "H", "H"],
  "coordinates": [[-0.8184, 2.0416, -1.6189], [0.9830, -0.8092, 1.2937], [-1.8718, 0.3180, -1.6725], [1.1173, -1.1053, -1.6714], [0.2811, -1.1446, 2.0576], [0.5314, 0.1484, 0.3538], [-1.5601, -0.1463, 0.6868], [-0.8896, 0.6346, 0.3123], [-1.2414, 1.0314, -1.1096], [-0.9672, 1.5191, 0.9588], [2.0322, -0.7814, 1.5820], [0.3845, -1.1616, -1.0353], [1.2459, 0.8086, -0.1388], [0.8052, -1.5303, 0.0934]]
}

# 4
{
  "formula": "C4H8O2",
  "method": "ωB97M-V with the def2-TZVPD basis set",
  "largest_force_ev_per_a": 0.82,
  "total_charge": 0,
  "homo_lumo_gap_ev": [8.20, 8.22],
  "elements": ["H", "C", "C", "H", "H", "O", "H", "O", "C", "H", "H", "H", "H", "C"],
  "coordinates": [[-1.4834, -1.9443, 0.4668], [1.2176, -0.1962, 0.8022], [-1.3740, 0.3076, -0.0275], [0.4837, 1.8191, 1.1288], [0.6924, -0.7798, -1.8542], [-0.2856, 1.0091, -0.6161], [-1.8295, 0.9291, 0.7637], [0.3292, -1.1521, 0.8171], [-0.9242, -1.0204, 0.4862], [-2.1215, 0.1761, -0.8169], [2.2242, -0.5130, 1.0300], [0.6790, -1.4082, -2.2557], [1.6051, 1.6291, -0.2336], [0.7872, 1.1438, 0.3090]]
}

# 5
{
  "formula": "C4H8O2",
  "method": "ωB97M-V with the def2-TZVPD basis set",
  "largest_force_ev_per_a": 0.53,
  "total_charge": 0,
  "homo_lumo_gap_ev": 10.62,
  "elements": ["H", "H", "H", "C", "C", "H", "O", "O", "H", "H", "C", "C", "H", "H"],
  "coordinates": [[-2.0273, 0.0340, 0.2080], [0.8974, -2.3695, -0.7552], [-0.2901, -0.4270, -1.6629], [-1.8256, -0.4103, 1.1968], [0.8497, 1.1332, -0.5905], [-2.2947, -1.3839, 1.4096], [-0.2687, 1.8435, -0.0941], [-1.1227, 0.1405, 2.0124], [1.6889, 1.1517, 0.1217], [-0.4373, 1.5175, 0.8064], [0.5269, -0.2939, -0.9517], [1.1595, -1.3560, -0.4623], [1.9731, -1.2491, 0.2527], [1.1708, 1.6693, -1.4909]]
}

# 6
{
  "formula": "C4H8O2",
  "method": "ωB97M-V with the def2-TZVPD basis set",
  "largest_force_ev_per_a": 0.56,
  "total_charge": 0,
  "homo_lumo_gap_ev": 9.78,
  "elements": ["H", "O", "H", "H", "C", "H", "H", "H", "H", "C", "O", "C", "H", "C"],
  "coordinates": [[-1.4793, 0.1123, -2.8065], [1.8135, 0.9223, 1.4517], [-0.1209, -0.7266, 1.3095], [-1.2810, 0.5580, 1.7152], [-0.6085, -0.6278, -1.2853], [0.4180, 2.3106, 1.0245], [2.2495, -1.3375, 0.6810], [0.0085, -1.4824, -1.0178], [-1.5699, 1.1508, -0.7093], [0.6773, 1.2428, 1.1954], [-0.9544, -0.6716, -2.5932], [-0.4712, 0.2719, 1.0304], [2.2723, -2.0291, 0.4026], [-0.9540, 0.3062, -0.3982]]
}

# 7
{
  "formula": "C4H8O2",
  "method": "ωB97M-V with the def2-TZVPD basis set",
  "largest_force_ev_per_a": 1.39,
  "total_charge": 0,
  "homo_lumo_gap_ev": 10.42,
  "elements": ["H", "H", "O", "C", "H", "O", "H", "H", "H", "H", "C", "C", "C", "H"],
  "coordinates": [[-1.5844, -0.7820, 1.0834], [-0.7609, 1.6606, 1.2290], [1.8866, -2.1232, -0.8570], [-1.2641, -0.7942, 0.0361], [2.2815, -0.1928, 0.3510], [0.9783, -0.2781, 0.6875], [-1.2417, 1.9613, -0.4582], [-2.1105, -0.4978, -0.5934], [0.4360, 2.2446, 0.0554], [-0.9770, -1.8180, -0.2224], [2.2148, -1.2584, -0.1643], [-0.4347, 1.5935, 0.1855], [-0.0852, 0.1511, -0.1530], [0.2379, 0.0971, -1.2092]]
}

# 8
{
  "formula": "C4H8O2",
  "method": "ωB97M-V with the def2-TZVPD basis set",
  "largest_force_ev_per_a": 1.39,
  "total_charge": 0,
  "homo_lumo_gap_ev": 8.19,
  "elements": ["H", "H", "O", "H", "H", "H", "H", "C", "C", "H", "O", "C", "H", "C"],
  "coordinates": [[-2.0196, 0.0633, 1.7481], [-2.1569, -1.0561, -1.5127], [1.4146, 0.6645, 0.3656], [1.2620, -1.3999, -0.1922], [-0.6317, 1.9518, 0.4317], [2.7430, -0.4703, -0.5314], [-0.4475, -0.8889, 1.8018], [-1.0568, -0.1387, -0.2635], [-0.5680, 0.8776, 0.3981], [1.5772, 1.5213, -0.0555], [-1.9735, -0.1471, -1.2740], [-1.0984, -0.2137, 1.2330], [1.2901, -0.3241, -1.5901], [1.6655, -0.4398, -0.5589]]
}

Energy relative to the best compared isomer or geometry (same formula, charge and spin), record by record: 2.2788, 0.7243, 4.0003, 5.3390, 2.4069, 2.6094, 3.5451, 5.7606 eV
E_tot, record by record: -307.62869, -307.68581, -307.56542, -307.51623, -307.62398, -307.61654, -307.58215, -307.50073 hartree